Formula: C9H14O2
Source: the Open Molecules 2025 dataset
Level of theory: ωB97M-V/def2-TZVPD

XYZ file:
```
25
C9H14O2, DFT ωB97M-V/def2-TZVPD
C -1.7247 -0.9970 -2.6247
C -1.6702 -0.8471 -1.1210
C -0.4800 -1.2043 -0.4887
C -0.4350 -0.9866 0.9073
C -1.4934 -0.3248 1.5593
O -1.5055 -0.2527 2.9087
C -2.6176 0.0999 0.8349
C -2.7803 -0.3550 -0.4586
H -1.3821 -0.0831 -3.1117
H -2.7326 -1.0567 -3.0243
H -1.0138 -1.7621 -2.9440
H 0.3604 -1.6091 -1.0381
H 0.4909 -1.1705 1.4268
H -1.8217 0.5779 3.2649
H -3.3427 0.6258 1.4742
H -3.7589 -0.2407 -0.9320
C 3.6240 0.6416 0.5462
C 2.3972 1.5479 0.6516
O 1.5466 1.3785 -0.4394
H 4.3413 0.7758 1.3368
H 4.0801 0.6947 -0.4411
H 3.4267 -0.4112 0.6957
H 1.7521 1.1028 1.4362
H 2.7708 2.5558 0.8814
H 1.9685 1.3002 -1.3005
```

Computed properties:
SMILES string: Cc1ccc(O)cc1.CCO
Spin multiplicity: 1
Relative energy (zero: lowest compared OMol25 entry of this formula, charge and spin) (kJ/mol): 180.1


Formula: C16H49INO11PS7
Source: the Open Molecules 2025 dataset
Level of theory: ωB97M-V/def2-TZVPD

XYZ file:
```
86
C16H49INO11PS7, DFT ωB97M-V/def2-TZVPD
N -3.8972 2.8329 2.9042
C -3.1020 1.8704 2.1055
C -2.8401 2.3482 0.6394
O -1.4401 2.3630 0.2646
P -0.8290 0.8450 0.0620
O -1.8054 -0.2809 0.3041
O -0.3612 0.7425 -1.5450
O 0.5343 0.6230 1.0184
I 0.1026 -0.5368 2.6365
H -4.6225 2.2879 3.3678
H -3.2900 3.1117 3.6751
H -3.6489 0.9005 2.0343
H -2.1382 1.6618 2.6324
H -3.1905 3.4200 0.5879
H -3.4296 1.7844 -0.1206
H -0.4539 -0.2130 -1.7104
C -4.1130 5.8354 -2.9231
S -3.4132 5.8869 -1.2616
O -4.5132 6.2677 -0.3255
C -2.4035 7.3533 -1.5355
H -4.8165 5.0050 -2.9734
H -4.6365 6.7688 -3.1341
H -3.3145 5.6776 -3.6488
H -3.0332 8.1876 -1.8355
H -1.6618 7.1434 -2.3077
H -1.8972 7.5998 -0.6067
C -7.3954 4.0545 1.3841
S -7.8284 2.4240 2.0198
O -6.6115 1.8723 2.6814
C -7.9695 1.6256 0.4095
H -7.2191 4.7157 2.2309
H -6.4894 3.9913 0.7801
H -8.2219 4.4422 0.7874
H -7.0275 1.7165 -0.1329
H -8.7777 2.0905 -0.1562
H -8.1974 0.5725 0.5682
C -1.8623 -0.1858 -4.7266
S -2.2113 -1.8605 -4.1570
O -0.9596 -2.3868 -3.5362
C -2.3488 -2.5885 -5.8009
H -1.6997 0.4462 -3.8536
H -0.9662 -0.1844 -5.3485
H -2.7156 0.1905 -5.2921
H -1.4221 -2.4328 -6.3546
H -3.1863 -2.1330 -6.3305
H -2.5296 -3.6563 -5.6880
C 2.9112 -4.1143 0.4042
S 2.8578 -4.5262 2.1587
O 1.9219 -3.5644 2.8112
C 4.5360 -3.9848 2.5302
H 1.9378 -4.3385 -0.0303
H 3.1293 -3.0530 0.2790
H 3.6751 -4.7181 -0.0870
H 4.6509 -2.9320 2.2684
H 5.2469 -4.5939 1.9712
H 4.7107 -4.1164 3.5967
C 4.5004 -8.2215 3.9987
S 6.2319 -7.9302 4.4025
O 6.5292 -6.5017 4.0831
C 6.9006 -8.9307 3.0610
H 3.8855 -7.6511 4.6937
H 4.2979 -7.8908 2.9791
H 4.2732 -9.2829 4.1034
H 6.5419 -8.5581 2.1014
H 6.5985 -9.9702 3.1969
H 7.9880 -8.8637 3.0919
C 7.5526 -9.5342 -2.3877
S 7.5129 -9.9473 -0.6337
O 6.5728 -8.9939 0.0264
C 9.1888 -9.3893 -0.2723
H 6.5787 -9.7668 -2.8158
H 7.7610 -8.4712 -2.5138
H 8.3183 -10.1312 -2.8841
H 9.2935 -8.3357 -0.5337
H 9.9014 -9.9913 -0.8371
H 9.3704 -9.5190 0.7935
C -0.8640 10.8383 1.3751
S -2.0916 11.1331 0.0887
O -1.9482 10.0418 -0.9202
C -1.2986 12.6020 -0.5928
H -1.1411 9.9312 1.9105
H 0.1213 10.7089 0.9255
H -0.8556 11.6796 2.0687
H -0.2854 12.3604 -0.9163
H -1.2763 13.3869 0.1640
H -1.8822 12.9400 -1.4477
```

Computed properties:
Electronic energy (eV): -134630.94919
Spin multiplicity: 1


Formula: C4H6N2
Source: the Open Molecules 2025 dataset
Level of theory: ωB97M-V/def2-TZVPD

XYZ file:
```
12
C4H6N2, DFT ωB97M-V/def2-TZVPD
C 0.3364 -0.2863 0.0048
C 1.1546 -0.1498 0.9916
C -3.2607 0.4880 -2.9966
C 2.7782 0.2244 2.6972
N -2.9651 -0.3856 -2.3432
N 1.9456 -0.0751 1.8401
H -0.7426 0.0149 -0.0008
H 0.8102 -0.5077 -0.9644
H -3.3030 1.1679 -3.9014
H 2.6809 0.7928 3.6227
H 3.7221 -0.1161 2.6209
H -3.1569 -1.1672 -1.5709
```

Computed properties:
Spin multiplicity: 1
Relative energy (zero: lowest compared OMol25 entry of this formula, charge and spin) (kJ/mol): 191.6
Net charge: +2


F_max per entry: 0.04816 0.05353 0.08995 hartree/bohr